Entry from the OMol25 dataset: C12H32AsF12N2O7PPb as an isolated structure (wB97M-V/def2-TZVPD).

```
68
Properties=species:S:1:pos:R:3:forces:R:3:mulliken_charge:R:1
Pb -1.1627 -0.5534 1.0547 -2.96 0.83 2.00 1.4242
O -3.4114 -1.2293 1.4059 0.64 -0.45 -0.27 -0.8903
H -4.0746 -1.3030 0.7122 0.16 0.15 -0.12 0.1046
O -2.1127 0.7129 2.8273 0.47 -0.02 -0.29 -0.9187
H -1.6515 1.2255 3.5024 0.17 -0.23 0.03 0.0935
As -3.7528 2.0345 -1.5810 -0.54 -0.88 0.44 2.1698
F -3.6435 0.7310 -2.7561 0.21 0.07 -0.14 -0.5013
F -5.0563 1.1703 -0.8399 -0.11 0.11 0.00 -0.4966
F -3.8768 3.3027 -0.4231 0.09 0.23 -0.03 -0.4865
F -2.4390 2.8303 -2.3896 0.25 0.15 -0.12 -0.4854
F -4.8864 2.8466 -2.6186 -0.01 0.17 -0.17 -0.5386
F -2.6303 1.1826 -0.5488 0.12 0.27 -0.47 -0.5469
P 2.2167 -1.0767 3.3994 -0.68 0.04 -1.98 1.3242
F 2.4862 0.5224 3.3438 -0.06 0.00 0.08 -0.3774
F 0.6101 -0.8468 3.1529 0.49 0.11 1.03 -0.4225
F 2.3015 -1.1512 1.7591 0.50 -0.05 0.26 -0.3676
F 1.9534 -2.6888 3.4298 0.10 -0.13 0.16 -0.4343
F 3.8083 -1.3338 3.4789 -0.03 -0.07 0.40 -0.4089
F 2.0376 -1.0054 4.9761 0.15 -0.06 0.35 -0.3853
C 0.7332 -4.8462 0.4113 0.02 -0.01 -0.34 -1.8618
C 0.0248 -3.4995 0.3221 0.42 0.49 -1.00 0.9369
C -1.0353 -3.5058 -0.7890 -1.33 -1.23 0.80 -1.0478
O -1.7003 -2.2782 -0.9162 0.86 -0.43 -0.14 0.2110
C -2.7938 -2.3093 -1.7759 -0.45 0.16 -0.56 -0.8781
N -0.5285 -3.0498 1.6088 0.34 -1.34 -0.39 -0.3657
H 1.5227 -4.8026 1.1616 -0.03 0.03 0.04 0.4073
H 1.1997 -5.0759 -0.5531 0.00 -0.13 0.06 0.3810
H 0.0491 -5.6610 0.6696 -0.05 0.05 0.01 0.4253
H 0.7638 -2.7879 -0.0642 0.11 0.25 0.67 -0.1832
H -1.7967 -4.2637 -0.5041 -0.02 0.08 0.13 0.4610
H -0.6848 -3.9112 -1.7518 0.55 0.46 0.00 0.3533
H -3.4499 -3.1721 -1.6095 0.12 -0.10 0.17 0.2906
H -2.4555 -2.3225 -2.8231 -0.04 -0.09 -0.03 0.2629
H -3.3826 -1.4082 -1.6246 0.11 0.09 0.09 0.0923
H 0.2255 -3.0566 2.2964 0.01 0.30 -0.10 0.1537
H -1.1408 -3.8131 1.8997 -0.40 0.45 0.16 0.2460
C -0.3638 3.6683 0.1427 0.65 -0.22 -0.06 -1.1293
C 0.7499 2.9260 0.8762 -0.09 -0.53 -0.46 0.3093
C 1.5032 3.8399 1.8297 -0.88 0.27 0.75 -1.1243
O 0.5578 4.4117 2.7428 -0.79 -0.25 0.25 -0.2342
C 0.8969 5.6607 3.2423 1.36 -0.06 -0.05 -0.8534
N 0.2456 1.6929 1.5137 0.58 1.92 0.89 0.2703
H -1.1709 3.9438 0.8161 -0.05 0.09 -0.05 0.3434
H -0.7494 3.0314 -0.6477 -0.22 0.00 0.03 -0.0624
H 0.0929 4.5461 -0.3285 -0.31 0.16 0.04 0.4839
H 1.4695 2.6004 0.1088 0.14 0.09 0.12 0.2094
H 1.9704 4.6703 1.2827 0.36 -0.24 -0.01 0.5420
H 2.1739 3.2633 2.4771 0.57 0.11 -0.51 0.4005
H 1.9152 5.6501 3.6807 0.03 0.01 -0.26 0.3056
H 0.2871 5.9643 4.0910 -0.62 -0.13 -0.36 0.2261
H 0.8998 6.3839 2.4151 -0.15 0.34 0.30 0.3183
H -0.5673 1.9549 2.0897 -0.22 -0.29 -0.46 0.1762
H 0.9305 1.4975 2.2458 -0.01 -0.69 -0.26 -0.0804
C 3.1495 -2.2835 -3.8983 0.06 0.12 -0.33 -1.1272
C 3.3670 -1.0731 -2.9962 -0.10 -0.90 -0.14 -0.3034
O 2.4831 -1.1090 -1.8802 0.29 -0.12 0.41 -0.2835
C 1.2988 -0.5097 -1.9195 -0.83 0.38 -0.25 0.2067
O 0.6130 -0.3355 -0.9577 0.73 0.02 -0.28 0.3557
O 0.9474 -0.1445 -3.1559 0.41 -0.18 -0.92 -0.4616
C -0.2428 0.6421 -3.2670 -0.58 0.61 0.84 -0.4332
H 2.0942 -2.4475 -4.1125 -0.02 0.04 0.09 0.3108
H 3.5827 -3.1769 -3.4497 -0.18 -0.05 0.09 0.3237
H 3.6527 -2.1328 -4.8581 0.03 0.05 0.04 0.3452
H 3.2645 -0.1404 -3.5432 0.12 0.08 0.09 0.3635
H 4.3457 -1.2070 -2.5387 0.12 0.54 -0.07 0.3304
H -0.3620 1.0154 -4.2791 0.40 -0.23 -0.15 0.3140
H -0.1554 1.4871 -2.5826 -0.15 0.02 -0.09 0.1627
H -1.1463 0.1028 -2.9827 0.17 -0.21 0.05 0.0544
```
Forces are in eV/Å.

Results
Highest occupied orbital energy ... -0.050 Ha
Net charge ... -2
2S+1 ... 1
Orbital gap ... 5.4 eV
Maximum force ... 0.07125 hartree/bohr
Energy above the lowest of the compared OMol25 structures with the same formula, charge and spin ... 0.0 kcal/mol
LUMO ... 0.14833 Eh